Below is a structure of composition C31H40BBrCrN6S3, with properties calculated with ωB97M-V/def2-TZVPD.

CARTESIAN COORDINATES (ANGSTROEM)
1 Cr -0.115 -0.430 -0.163
2 C -2.298 4.855 0.019
3 C -2.679 3.872 1.126
4 C -3.519 2.715 0.584
5 C -3.506 4.604 2.181
6 N -1.419 3.360 1.767
7 C -1.055 3.648 3.074
8 C 0.171 3.139 3.271
9 N 0.577 2.540 2.096
10 B 2.008 1.950 2.020
11 N 2.108 0.517 2.623
12 C 3.291 0.110 3.196
13 C 3.108 -1.125 3.699
14 N 1.803 -1.495 3.424
15 C 1.206 -0.468 2.771
16 S -0.426 -0.421 2.186
17 C 1.158 -2.755 3.945
18 C 2.219 -3.586 4.665
19 C 0.597 -3.600 2.802
20 C 0.070 -2.356 4.942
21 N 2.603 2.076 0.592
22 C 3.085 3.300 0.186
23 C 3.509 3.177 -1.081
24 N 3.298 1.862 -1.467
25 C 2.724 1.207 -0.428
26 S 2.207 -0.450 -0.376
27 C 3.658 1.450 -2.872
28 C 5.112 1.869 -3.115
29 C 2.706 2.190 -3.815
30 C 3.557 -0.048 -3.136
31 C -0.405 2.674 1.180
32 S -0.364 2.073 -0.440
33 H -3.204 5.249 -0.444
34 H -1.702 4.367 -0.752
35 H -1.729 5.691 0.431
36 H -4.513 3.086 0.332
37 H -3.625 1.933 1.339
38 H -3.077 2.289 -0.312
39 H -4.419 4.954 1.703
40 H -2.987 5.478 2.578
41 H -3.791 3.943 3.002
42 H -1.687 4.182 3.758
43 H 0.800 3.158 4.145
44 H 2.696 2.642 2.723
45 H 4.166 0.740 3.205
46 H 3.805 -1.759 4.212
47 H 3.041 -3.852 3.998
48 H 1.751 -4.511 4.999
49 H 2.612 -3.079 5.547
50 H 1.375 -3.819 2.069
51 H -0.231 -3.115 2.294
52 H 0.239 -4.544 3.216
53 H 0.498 -1.773 5.761
54 H -0.387 -3.254 5.361
55 H -0.710 -1.769 4.460
56 H 3.079 4.158 0.838
57 H 3.941 3.914 -1.732
58 H 5.252 2.949 -3.064
59 H 5.413 1.546 -4.111
60 H 5.774 1.397 -2.386
61 H 2.828 3.272 -3.748
62 H 1.670 1.944 -3.574
63 H 2.904 1.888 -4.844
64 H 4.162 -0.630 -2.441
65 H 3.941 -0.217 -4.142
66 H 2.534 -0.409 -3.100
67 Br -2.619 -0.569 -0.549
68 C -2.697 -2.465 -0.291
69 C -3.910 -3.060 -0.139
70 C -3.953 -4.464 -0.016
71 C -2.799 -5.188 -0.090
72 C -1.542 -4.558 -0.265
73 C -0.355 -5.314 -0.410
74 C 0.833 -4.681 -0.621
75 C 0.903 -3.269 -0.627
76 C -0.202 -2.461 -0.455
77 C -1.459 -3.140 -0.331
78 H -4.819 -2.473 -0.132
79 H -4.908 -4.955 0.114
80 H -2.827 -6.270 -0.025
81 H -0.414 -6.396 -0.377
82 H 1.739 -5.255 -0.771
83 H 1.885 -2.835 -0.762

The expectation value of S² is 3.852. As for the spin multiplicity: 4. The net charge is +1. As for the HOMO-LUMO gap (alpha / beta): 6.772 / 8.200 eV. The molecular weight is 735.6 g/mol. The calculation puts the energy above the lowest of the compared OMol25 structures with the same formula, charge and spin at 0.0 kJ/mol. The value obtained for the HOMO energy (alpha / beta) is -10.40 / -10.51 eV.

Let us look at the Mulliken charges, expressed in e, one per atom: -0.095, -1.559, 1.183, -1.402, -2.175, 0.493, -0.448, -1.213, 0.336, 1.188, 0.115, -1.192, -0.395, 0.587, 0.219, -0.353, 1.270, -2.253, -1.442, -1.603, 0.103, -1.321, -0.351, 0.637, 0.004, -0.310, 1.145, -1.608, -1.435, -2.140, 0.275, -0.527, 0.464, 0.327, 0.393, 0.460, 0.400, 0.214, 0.457, 0.507, 0.473, 0.552, 0.640, -0.221, 0.628, 0.565, 0.457, 0.465, 0.524, 0.430, 0.157, 0.558, 0.402, 0.483, 0.301, 0.631, 0.543, 0.414, 0.450, 0.385, 0.371, 0.273, 0.455, 0.454, 0.568, 0.399, -0.135, 0.871, -0.719, -0.611, -0.952, 1.217, -0.845, -1.046, -0.101, -0.003, 0.550, 0.438, 0.404, 0.394, 0.398, 0.424, 0.401